No. 1
Here is a molecular structure, C3H7N3 from the Open Molecules 2025 dataset. Energies are from the ωB97M-V functional and the def2-TZVPD basis.

```
13
Properties=species:S:1:pos:R:3:forces:R:3
N 1.555 -0.505 0.464 -0.49 0.14 -0.16
N -0.110 -0.773 -1.005 0.06 0.17 0.25
N 0.249 1.614 -0.016 0.09 0.01 -0.02
C -1.224 0.080 1.157 0.13 -0.01 -0.05
C -0.157 0.352 0.374 0.21 -0.39 -0.18
C 1.254 -1.153 -0.548 -0.11 0.12 0.06
H -1.621 -0.920 1.260 0.04 0.00 -0.03
H -1.535 0.819 1.883 0.02 0.02 -0.05
H -0.820 -1.505 -0.969 0.07 0.09 0.05
H -0.165 -0.286 -1.901 0.04 -0.03 0.10
H -0.424 2.343 0.177 0.03 -0.09 0.02
H 1.798 -1.909 -1.114 -0.02 0.04 0.02
H 1.200 1.843 0.238 -0.08 -0.05 -0.02
```
Positions in Å, forces in eV/Å.

## Properties
**ΔE to the lowest compared entry with this formula, charge and spin**: 367.6 kJ/mol
**Kohn-Sham gap**: 8.04 eV
**Maximum force**: 0.53 eV/Å


No. 2
Here is a molecular structure, C28H24Cl5N4O2S3Se2V from the Open Molecules 2025 dataset. Energies are from the ωB97M-V functional and the def2-TZVPD basis.

```
69
Properties=species:S:1:pos:R:3:forces:R:3
Se 0.747 1.649 1.783 0.19 0.20 0.14
Se 2.646 -0.813 3.037 -0.01 -0.04 -0.02
V -0.323 0.248 -0.168 0.27 -0.16 -0.30
Cl -3.891 -1.315 3.764 -0.02 0.03 0.01
Cl -2.692 0.536 1.508 0.13 -0.16 -0.03
Cl -0.107 -5.000 2.639 0.01 0.01 -0.01
Cl 1.075 -3.119 0.459 -0.03 0.02 0.02
Cl -2.565 -4.095 4.322 0.01 -0.02 0.00
S 2.710 -0.915 -3.255 0.12 0.05 0.02
S 1.192 4.194 -1.030 0.34 -0.05 -0.10
S -1.436 3.582 -2.943 0.04 0.16 0.01
O 0.217 5.255 -0.927 -0.04 -0.04 0.02
O 2.214 4.088 -0.022 -0.09 -0.01 -0.02
N -0.910 -1.253 -1.639 0.04 0.13 0.01
N 3.830 4.701 -6.320 0.04 0.03 -0.05
N 0.479 2.746 -1.087 -0.35 0.17 0.10
N -1.382 1.488 -1.477 -0.02 -0.14 0.09
C 3.595 3.591 -4.187 -0.01 0.04 -0.02
C -2.703 2.416 -3.104 -0.09 -0.13 0.04
C -0.335 3.243 2.050 -0.04 -0.07 0.00
C 0.948 -0.404 3.898 -0.04 -0.01 0.02
C 1.578 5.359 -3.483 -0.03 0.07 0.01
C -2.509 1.389 -2.259 -0.04 0.11 -0.04
C -0.810 -1.328 1.174 -0.22 0.11 -0.09
C -1.934 -1.010 1.905 -0.23 0.11 0.11
C 1.293 -0.811 -2.285 -0.17 -0.11 0.02
C -1.439 -2.948 -3.746 -0.01 0.00 0.01
C 3.588 -0.015 -2.086 0.00 -0.05 0.02
C -2.082 -1.882 -1.723 -0.01 -0.03 -0.02
C 1.979 4.375 -2.595 0.00 -0.01 -0.09
C -0.679 2.597 -1.727 0.13 -0.18 0.12
C 2.819 0.339 -1.018 -0.02 0.02 0.06
C 2.181 5.464 -4.725 0.04 -0.02 0.01
C 1.472 -0.122 -1.111 -0.08 0.05 -0.08
C -2.508 -1.818 2.880 0.12 -0.08 -0.05
C -2.395 -2.740 -2.757 0.02 0.02 0.01
C -1.915 -3.058 3.116 -0.06 0.08 0.01
C 2.994 3.493 -2.950 0.01 -0.07 0.04
C -0.216 -2.316 -3.656 -0.03 0.01 0.01
C -0.807 -3.455 2.361 -0.04 -0.04 0.07
C -0.284 -2.592 1.400 0.18 -0.02 -0.07
C 0.032 -1.471 -2.574 0.08 -0.05 0.03
C 0.352 0.958 3.572 0.00 0.02 0.09
C 3.677 0.592 3.894 0.03 0.05 0.01
C 3.193 4.577 -5.095 -0.03 -0.01 0.05
H -1.645 -3.612 -4.575 -0.01 0.00 0.00
H -3.165 0.542 -2.139 -0.01 0.00 -0.02
H 0.800 6.053 -3.194 -0.03 -0.03 0.02
H 0.281 -1.209 3.599 0.02 0.02 -0.03
H -3.531 2.565 -3.776 0.01 0.03 -0.02
H 3.324 5.194 -7.036 -0.01 0.00 0.00
H -2.784 -1.685 -0.920 -0.01 0.00 -0.01
H 4.388 2.904 -4.459 0.00 -0.01 -0.01
H 4.629 0.213 -2.255 0.01 -0.01 -0.01
H -0.732 0.946 3.704 0.01 -0.01 -0.02
H 0.755 1.721 4.240 -0.01 -0.01 -0.02
H 0.198 3.898 2.733 -0.01 0.01 0.00
H 3.304 2.725 -2.255 -0.02 0.02 -0.01
H 0.552 -2.479 -4.399 0.01 0.01 0.00
H 4.302 3.881 -6.660 0.00 -0.01 0.00
H 1.871 6.241 -5.412 0.00 0.00 -0.01
H -0.457 3.735 1.091 -0.01 0.03 0.01
H 3.588 0.512 4.975 -0.01 0.00 0.00
H 1.090 -0.486 4.976 0.00 -0.01 -0.01
H -1.302 2.956 2.457 0.00 0.02 0.00
H -3.357 -3.231 -2.781 0.00 -0.01 -0.01
H 3.353 1.573 3.551 -0.02 -0.01 -0.01
H 4.718 0.445 3.615 -0.02 -0.01 -0.02
H 3.198 0.925 -0.191 0.00 0.01 0.00
```
Positions in Å, forces in eV/Å.

## Properties
**ΔE to the lowest compared entry with this formula, charge and spin**: 0.0 kJ/mol
**Kohn-Sham gap (spin up / spin down)**: 7.59 / 7.69 eV
**Maximum force**: 0.44 eV/Å
**Multiplicity**: 3


No. 3
Here is C9H14Si in the gas phase in a non-equilibrium geometry from the Open Molecules 2025 dataset. Energies are from the ωB97M-V functional and the def2-TZVPD basis.

```
24
Properties=species:S:1:pos:R:3:forces:R:3
Si 1.616 -0.726 -1.184 0.90 0.88 -1.17
C -1.097 -0.185 -0.581 -0.67 0.51 0.95
C 3.036 0.467 -0.850 -0.66 0.25 0.17
C -2.994 0.742 2.507 -0.51 0.37 0.84
C 0.439 -0.268 1.263 -0.57 0.89 0.76
C -0.564 0.140 2.149 -0.29 -0.66 -1.33
C -1.843 0.399 1.644 0.17 -0.60 -0.34
C 1.237 -0.621 -3.030 -0.53 0.66 0.11
C 0.186 -0.330 -0.095 0.54 -0.42 -0.49
C -2.121 0.173 0.298 1.56 -0.30 -0.46
H -3.774 -0.024 2.371 0.11 0.38 0.24
H 3.995 0.124 -1.203 0.31 -0.20 -0.36
H 3.123 0.549 0.225 0.13 0.31 0.38
H 2.089 -0.458 -3.690 0.24 -0.13 0.31
H -0.419 0.085 3.203 0.21 0.36 0.67
H 0.797 -1.562 -3.291 -0.39 -0.58 -0.47
H 1.438 -0.460 1.630 0.06 -0.09 0.15
H 2.032 -2.078 -0.860 0.29 -0.61 0.09
H 2.829 1.470 -1.272 0.07 -0.48 0.24
H -3.104 0.213 -0.099 -0.90 0.30 -0.02
H -1.310 -0.345 -1.620 -0.09 0.00 -0.39
H 0.516 0.176 -3.305 0.25 -0.38 0.35
H -2.701 0.793 3.569 -0.25 -0.06 -0.40
H -3.408 1.725 2.221 0.04 -0.40 0.17
```
Positions in Å, forces in eV/Å.

## Properties
**ΔE to the lowest compared entry with this formula, charge and spin**: 0.0 kJ/mol
**Kohn-Sham gap**: 9.91 eV
**Maximum force**: 1.72 eV/Å
**SMILES**: Cc1ccc([SiH](C)C)cc1


No. 4
Here is C4H8F2 in the gas phase in a non-equilibrium geometry from the Open Molecules 2025 dataset. Energies are from the ωB97M-V functional and the def2-TZVPD basis.

```
14
Properties=species:S:1:pos:R:3:forces:R:3
F 1.646 -1.898 0.880 0.07 0.17 0.37
F -0.198 1.931 -1.160 -0.17 0.37 1.00
C 0.650 0.175 0.277 -0.85 0.89 3.36
C -0.484 0.728 -0.517 -1.26 -1.38 -1.62
C 0.434 -1.307 0.510 1.88 -0.47 -2.24
C -1.909 0.549 0.016 -0.08 -0.94 -0.94
H -2.042 -0.534 0.243 0.01 0.51 -0.76
H -2.729 0.915 -0.620 0.64 -0.43 -0.44
H 0.875 0.717 1.272 -0.38 -0.75 -1.53
H 0.185 -1.815 -0.428 0.02 0.36 -0.35
H -0.443 0.022 -1.351 -0.41 0.03 -0.40
H 1.458 0.270 -0.375 1.77 0.11 -0.72
H -2.186 0.942 0.931 0.26 1.48 2.24
H -0.295 -1.684 1.137 -1.49 0.05 2.04
```
Positions in Å, forces in eV/Å.

## Properties
**ΔE to the lowest compared entry with this formula, charge and spin**: 136.6 kJ/mol
**Kohn-Sham gap**: 12.41 eV
**Maximum force**: 3.57 eV/Å
**SMILES**: C[C@@H](F)CCF


Number 1: total energy -7690.8690 eV. Number 2: total energy -290979.7627 eV. Number 3: total energy -17438.0958 eV. Number 4: total energy -9711.7849 eV.